(1)
This record from OMol25 describes a cluster of 11 separate species, C42H63O32 in total at a distorted geometry. The level of theory is ωB97M-V with the def2-TZVPD basis set.

Geometry as XYZ:
```
137
Properties=species:S:1:pos:R:3:forces:R:3:mulliken_charge:R:1
H 3.86977 2.98102 2.47865 -0.09 0.07 0.13 0.405
H 5.07590 -1.75956 -1.57798 -0.23 0.11 -0.15 0.378
C -0.45311 -0.37756 -0.30257 -0.15 -0.51 0.79 -0.168
O -4.62482 0.69211 4.35663 0.09 0.07 -0.18 -0.443
C 1.16688 -2.90186 2.25825 0.30 0.10 0.16 -1.306
C 0.86750 0.07501 -0.91948 0.06 -0.35 -0.61 1.009
H -2.92978 1.00138 -1.33721 0.04 -0.10 0.16 -0.362
H -4.30746 1.86504 2.67598 -0.19 -0.24 0.05 -0.085
C -1.82531 0.45139 -3.80887 0.01 0.17 -0.17 2.452
H 0.07272 1.46402 2.86560 -0.27 -0.48 -0.15 -1.432
O -7.30256 -0.08256 1.60928 -0.35 0.00 0.24 -0.579
O 0.95882 4.75779 -4.03806 -0.09 0.03 0.19 -0.446
C -1.40453 -3.10453 2.16903 -0.20 0.18 -0.02 1.114
C -0.67862 -4.77318 -1.53099 -1.20 0.45 0.41 0.018
C -1.51834 -3.85370 4.32312 0.65 0.02 -0.45 0.448
H -3.78228 -1.77273 0.26602 0.33 -0.02 0.05 -0.552
H -5.02792 3.23265 4.66736 -0.01 -0.08 0.02 0.425
C -6.27103 -0.20884 1.04162 0.25 0.15 -0.45 0.498
O -3.05090 -0.09427 -4.33539 0.05 0.03 0.04 -0.496
O -0.95700 0.36725 0.58122 0.01 0.34 -0.25 0.231
O -2.75648 7.05232 1.98391 0.04 0.14 0.07 -0.563
O -2.22034 -3.70011 3.18724 -0.11 -0.01 -0.10 -0.378
H 7.99111 -3.18037 2.24605 -0.07 -0.08 0.10 0.367
H -3.32275 -0.24176 1.10185 0.11 -0.22 0.04 -1.088
O -5.96971 0.43381 -0.12028 -0.13 -0.48 -0.28 -0.460
O -5.24817 -0.97496 1.44039 0.26 0.04 0.14 -0.422
C -2.06489 1.95905 -3.94251 0.71 -0.25 0.34 0.212
H 1.88204 -3.49999 -2.58753 -0.25 0.13 -0.06 -0.041
C 4.82055 -2.80092 -1.75972 0.37 -0.65 0.49 -1.597
O -0.23688 -3.42254 4.14522 -0.28 0.03 0.07 -0.569
O 2.14035 -1.92435 -3.95314 -0.52 -0.45 -0.14 -0.170
H 2.40928 -1.88108 -1.94158 -0.07 -0.41 0.19 -0.070
C -0.15499 -2.66581 2.92912 -0.42 0.00 -0.17 1.847
O 2.60998 5.63719 -2.84612 0.06 0.02 -0.01 -0.363
C -3.88742 1.71729 3.67744 0.19 0.01 -0.05 1.273
H 5.75487 -3.36352 -1.80151 -0.03 0.02 -0.14 0.480
C 2.03071 2.69555 -4.62335 0.50 -0.45 0.15 -1.772
O 1.03567 0.13480 4.12447 -0.18 -0.09 0.18 -0.383
H -3.69935 -4.62609 -2.47212 0.16 -0.33 0.34 0.445
H -1.23657 -3.80799 1.34949 0.14 -0.19 0.24 -0.223
C -4.68536 0.03291 -0.60344 1.02 -0.09 1.15 0.347
H 4.02814 -3.95634 -3.46924 0.26 -0.03 0.12 0.373
H -0.28386 -1.61312 3.17558 0.18 -0.01 0.18 -0.762
O -4.30377 -1.49586 4.77756 -0.28 -0.50 0.26 -0.540
H -1.78898 1.62556 4.26651 -0.01 -0.44 0.31 0.617
H 0.86448 1.13938 -1.15020 0.10 0.14 0.15 -0.953
C -1.61234 -4.06521 -2.52547 0.56 0.03 0.11 1.930
H -1.74840 0.14272 -2.76480 0.01 -0.08 -0.02 -1.087
O 3.89122 -0.69328 0.85816 -0.27 0.63 -0.24 -0.418
C 1.03173 0.97204 2.97328 0.46 1.08 0.33 3.127
H 7.67852 -2.69562 3.91902 0.01 -0.03 -0.03 0.396
H 3.46873 1.37524 1.82986 -0.03 0.06 0.09 0.005
C 7.40183 -2.51344 2.87879 0.48 -0.24 -0.23 -1.487
O -2.20161 5.70559 0.27100 -0.37 -0.14 0.00 -0.450
C -0.50930 -5.76788 -3.56979 -0.45 0.41 0.25 0.464
H -0.75979 3.39773 1.74600 0.07 0.14 -0.01 -0.473
H -4.38522 1.92953 -1.59819 -0.17 -0.03 0.11 0.679
H -0.72750 0.18801 -5.65832 -0.13 0.13 0.05 0.528
H 2.22104 1.68842 -4.24270 0.02 0.03 0.00 0.253
H 0.94266 3.11532 -2.79752 -0.19 -0.04 -0.24 -0.981
O -1.55298 -4.92044 -3.68326 0.30 -0.10 0.03 -0.499
H -3.62944 1.83824 0.01417 -0.26 -0.14 0.19 -0.210
C 3.97175 -2.97796 -2.98794 -0.49 0.79 0.18 0.693
H -2.06321 1.19533 2.57126 0.01 -0.15 0.03 -0.970
H 7.72154 -1.50787 2.60311 -0.37 0.15 0.16 0.338
H 1.20513 -3.83704 1.69764 -0.14 0.03 -0.09 0.405
H -3.09627 -3.72891 -1.01315 -0.10 -0.12 0.06 0.182
O -1.91548 -4.34500 5.32402 -0.24 -0.19 0.30 -0.578
C 3.05407 2.31306 2.20376 -0.05 -0.17 -0.07 -1.006
H -1.48597 2.35949 -4.77971 -0.32 0.12 -0.12 0.332
O -3.46153 2.08974 -4.14588 0.00 -0.06 -0.14 -0.413
C -2.35862 6.01291 1.57397 0.15 0.05 -0.11 0.493
O -0.88262 -1.51026 -0.63787 -0.01 0.14 -0.27 -0.030
H -2.50217 3.09549 1.85680 0.12 -0.09 -0.26 -1.503
C -3.98198 0.87311 -4.46335 0.42 0.00 0.14 0.542
O 0.01370 -5.72431 -2.31872 0.46 0.03 -0.07 -0.437
H 4.28477 -3.15297 -0.87491 -0.01 -0.03 -0.05 0.250
C 2.49597 -2.61819 -2.74160 0.85 0.56 -0.26 0.182
C 5.92579 -2.75899 2.69095 -0.20 0.42 -0.03 0.329
H 0.12167 4.69163 -0.39368 0.06 -0.25 0.23 0.412
H -1.14933 -3.11377 -2.78117 -0.05 0.09 -0.16 -0.605
H 5.72579 -3.82647 2.60677 -0.09 -0.01 0.15 0.346
O 1.15006 6.99014 -3.88960 -0.07 0.35 -0.07 -0.551
H 0.28895 0.40435 -4.23520 -0.06 -0.01 0.14 -0.108
H -3.58528 3.85845 3.90089 0.06 -0.19 -0.12 0.253
H -3.43413 2.94622 5.39026 -0.09 -0.13 0.02 0.404
C 3.24413 -1.59807 -4.64680 0.50 -0.33 0.73 0.521
H -1.26528 -5.25935 -0.74472 0.15 -0.32 -0.13 0.324
C -3.98554 3.00108 4.44887 -0.02 0.52 0.29 -1.687
O -0.10669 -6.46311 -4.43934 0.22 -0.38 -0.27 -0.559
C -3.88423 1.27377 -0.88273 0.47 0.22 -0.78 -0.324
H 1.39184 -2.05017 1.61366 0.06 -0.16 -0.19 -0.065
H 1.93594 -2.95399 3.03016 0.02 0.12 -0.02 0.394
O 5.45461 -2.16797 1.45575 0.41 0.30 0.39 -0.373
H 1.54102 3.01521 3.49465 0.15 -0.05 0.81 0.159
C 1.62630 3.60736 -3.49265 -0.09 0.09 0.03 2.339
H -4.68331 -0.65317 -1.45123 -0.81 0.38 -0.36 0.341
C -1.74580 3.81788 1.55155 -0.37 -0.04 0.16 1.997
O 4.35412 -1.97867 -3.95694 -0.24 -0.29 -0.50 -0.429
C -1.93665 4.30077 0.10376 0.24 0.33 0.15 0.781
H 3.76813 3.93860 -2.99266 -0.10 0.00 -0.24 0.340
C -0.63891 -0.04191 -4.59396 0.00 -0.29 -0.24 -1.620
H -0.04269 -4.03616 -1.04115 0.36 -0.17 -0.20 -0.054
H -0.88738 4.48600 -1.79466 -0.28 -0.01 0.05 0.470
C 4.43708 -1.31377 1.70968 0.06 -1.46 -0.49 0.317
C 1.99480 0.50999 4.99373 0.11 0.23 -0.75 0.402
H 2.96084 3.02719 -5.08858 -0.11 0.14 -0.08 0.492
O 2.21384 -0.00803 6.03357 0.14 -0.24 0.40 -0.571
C -2.47382 1.11874 3.57974 -0.34 0.24 -0.64 0.574
H -3.39691 -2.93305 -2.55752 -0.06 0.09 0.15 0.139
C -3.92089 -0.46019 4.37185 0.38 0.38 -0.20 0.441
O -2.67103 -0.26259 3.85905 0.12 0.20 0.22 -0.099
C 5.03424 -2.06891 3.75338 0.66 -0.44 -0.09 -0.553
O -5.09983 0.68811 -4.80211 -0.41 0.03 -0.07 -0.557
H -1.92557 -2.25122 1.75337 -0.08 0.13 -0.04 -0.543
H 2.49195 2.77144 1.38418 0.10 0.01 -0.04 0.195
C -3.03544 -3.85149 -2.09168 -0.29 0.61 -0.44 -1.374
H 2.70260 4.02517 -1.60284 -0.17 -0.13 -0.05 0.095
H 1.69218 -0.16635 -0.24383 -0.05 0.24 0.13 0.041
H -2.80780 3.82774 -0.34628 -0.08 0.14 -0.04 0.194
H 5.58166 -1.33099 4.34206 0.05 0.06 -0.10 0.316
C 2.76585 4.22758 -2.67276 0.31 0.15 0.27 -0.262
H 4.59038 -2.78182 4.44379 -0.31 0.06 -0.12 0.373
H -0.53335 3.04887 -0.81413 0.31 0.01 0.03 -0.083
H -0.54555 -1.12220 -4.51181 0.08 -0.06 0.10 0.180
H 1.27755 0.42149 2.06852 -0.01 -0.16 0.10 -1.162
H -1.74861 2.47675 -3.03562 -0.27 0.15 -0.02 -0.017
O -1.97208 4.98132 2.35806 0.12 -0.11 -0.15 -0.461
C 2.06944 2.07129 3.33491 0.05 -0.46 -1.50 0.827
O 2.71061 1.55013 4.48703 -0.19 0.25 0.43 -0.442
C 1.53350 5.90563 -3.61444 0.06 -0.42 -0.02 0.635
O 4.04941 -1.40941 2.97762 -0.40 0.64 0.57 0.011
H 1.26355 2.61135 -5.38963 -0.12 0.11 0.08 0.305
C -4.10599 -0.78882 0.57917 -0.69 0.29 -0.09 1.862
C -0.72945 4.12374 -0.77627 0.06 -0.11 -0.27 -1.143
O 3.25884 -1.04065 -5.69075 -0.11 0.42 -0.37 -0.577
H 1.06100 -0.49225 -1.83620 -0.18 0.27 0.04 -0.564
```
Positions in Å, forces in eV/Å.

## Properties
Gap between HOMO and LUMO in eV: 8.78
ΔE to the lowest compared entry with this formula, charge and spin in kJ/mol: 0.0
Calculated total energy in eV: -110102.9359
Net charge: -1


(2)
This record from OMol25 describes a structure of composition C2H2I2O at a distorted geometry. The level of theory is ωB97M-V with the def2-TZVPD basis set.

Geometry as XYZ:
```
7
Properties=species:S:1:pos:R:3:forces:R:3:nbo_charge:R:1
H -2.07642 -0.76050 0.11147 0.15 -0.14 0.14 0.165
H 0.82789 0.12961 1.59750 0.50 -0.84 -1.96 0.224
I 1.82077 -1.81311 -0.36843 -0.47 1.15 0.72 0.167
O -1.37258 0.72897 -1.10326 -0.95 -0.32 0.05 -0.467
I 1.22161 1.80817 -0.44062 0.81 0.01 0.03 0.236
C -1.30626 -0.06692 -0.25305 2.96 0.37 0.33 0.481
C 0.88499 -0.02622 0.45638 -3.00 -0.23 0.70 -0.805
```
Positions in Å, forces in eV/Å.

## Properties
Gap between HOMO and LUMO (alpha / beta) in eV: 8.16 / 8.16
ΔE to the lowest compared entry with this formula, charge and spin in kJ/mol: 270.8
Calculated total energy in eV: -20351.6736


(3)
This record from OMol25 describes a structure of composition C49H59N4O2P2RuS2 at a distorted geometry. The level of theory is ωB97M-V with the def2-TZVPD basis set.

Geometry as XYZ:
```
119
Properties=species:S:1:pos:R:3:forces:R:3:mulliken_charge:R:1
C -2.59289 3.87151 -1.98881 0.01 -0.12 0.03 -0.011
C 2.37327 -0.01815 1.95437 0.31 -0.41 -0.02 1.294
H -2.49574 4.61530 2.35709 -0.03 -0.02 -0.06 0.503
C 1.25434 -2.72250 -2.19556 -0.25 -0.36 -0.51 1.171
H -2.93956 -4.38420 -2.42464 0.04 -0.03 -0.06 0.292
H 3.63637 -0.74334 -2.45086 -0.08 0.03 -0.08 0.262
C -1.01081 -0.29562 4.63583 -0.02 -0.02 0.05 -0.516
H -4.15683 0.24964 -0.04748 -0.04 -0.07 0.05 0.146
C 5.20440 -1.27543 0.61910 -0.04 -0.18 0.04 -1.464
O -3.38627 -2.84519 3.47310 0.03 0.05 -0.12 -0.739
H -0.35164 0.45926 4.22575 -0.01 -0.01 0.00 0.534
C -1.59680 -0.80857 2.29548 -0.20 -0.14 0.25 0.474
H 3.03595 -2.00924 2.59959 -0.08 0.04 0.05 0.143
C -4.18192 1.00870 -2.05450 -0.12 -0.01 0.07 -1.447
C 4.47277 -0.90356 -1.77919 0.11 -0.15 0.08 -1.523
H 1.42863 0.52498 1.98357 -0.15 0.09 0.03 -0.869
C 2.19593 -1.32009 2.73672 -0.06 -0.01 0.00 -0.591
H 1.35701 -6.26108 2.86350 0.01 0.04 -0.02 0.442
C 4.02315 -1.25878 -0.35331 -0.09 0.21 -0.06 2.556
H 1.55856 -1.28397 -5.26321 0.00 -0.03 0.04 0.518
C 2.01535 3.63544 -0.85859 0.06 0.10 -0.04 -0.477
C 1.22303 -4.39607 -3.94420 0.00 0.00 -0.12 -0.992
S -1.80228 -1.57905 -2.37281 -0.18 -0.37 -0.17 0.016
H 1.49949 -3.66742 -5.94365 -0.05 0.03 0.04 0.457
H -2.05195 -1.61850 7.56001 0.02 -0.03 -0.05 0.404
H 5.07350 -1.72350 -2.18179 -0.02 0.03 0.06 0.456
H -2.76162 -2.73773 -4.21363 -0.09 -0.02 -0.01 0.504
H 1.14731 -5.43274 -4.24712 0.01 0.04 0.00 0.500
H 1.22845 4.36205 -0.99913 -0.02 0.00 -0.09 0.579
C -0.48301 2.69583 -1.80022 0.26 0.11 0.26 -0.775
C 1.13306 -4.06275 -2.60638 0.01 0.11 0.14 -0.829
H -3.95618 -1.66564 -3.43515 -0.05 -0.05 -0.02 0.243
C -4.05253 1.21989 -0.53984 0.09 0.03 -0.02 0.967
O -0.72290 0.04675 1.91490 0.28 -0.14 -1.20 -0.044
C 1.37609 -1.72519 -3.18153 0.03 -0.01 0.17 -0.199
C 2.34728 -4.34843 0.24923 -0.05 -0.01 -0.04 -0.269
C -1.09657 -0.48925 5.99678 -0.01 -0.02 0.05 -1.066
H 3.50342 5.14913 -0.74294 -0.04 -0.04 0.01 0.408
P 2.53119 -0.28522 0.14148 -0.03 0.72 0.92 1.248
C 4.36426 3.19969 -0.46222 0.17 0.19 0.06 0.150
H -3.73709 6.06596 -2.98224 0.01 -0.01 -0.02 0.394
C 1.66949 2.26300 -0.82195 -0.35 -0.12 -0.08 -0.885
H 5.83545 4.58518 0.29040 0.01 -0.04 0.00 0.386
H -4.11636 2.51691 2.71244 0.01 0.00 0.02 0.442
H 6.43454 2.93086 0.10772 -0.04 0.03 -0.02 0.368
H -0.50592 4.83688 -4.43866 -0.01 -0.04 0.07 0.418
H -5.04833 0.37252 -2.26244 0.06 0.04 0.03 0.425
H -3.41440 0.94025 2.36195 -0.04 0.00 0.03 0.475
C 1.40425 -3.39958 -4.89785 -0.03 -0.02 0.10 -0.683
H 3.61409 -2.26593 -0.37543 0.06 -0.12 0.04 -1.063
P -2.32174 1.72591 -0.10333 0.47 0.15 -0.21 1.687
C -1.77086 -1.05776 3.74022 0.12 0.11 0.04 0.014
C 1.33913 -5.46868 2.12560 -0.03 0.08 -0.08 -0.731
C -2.46433 -1.90602 -0.78426 -0.22 -0.20 -0.04 -0.415
C -3.64490 -3.55651 -2.40390 -0.08 0.04 0.04 -0.668
H -3.29501 0.55125 -2.48615 0.02 -0.02 -0.03 0.102
H 3.15797 -4.28159 -0.46854 -0.07 -0.01 -0.01 0.571
H 3.57157 1.81521 2.08683 -0.01 0.03 0.02 0.410
H -3.59386 4.05323 -1.61290 0.04 0.01 -0.01 0.217
C -5.17945 2.12905 -0.04519 0.00 -0.03 0.00 -1.315
H -1.26353 2.54202 1.78462 0.13 0.00 0.06 0.174
H -0.50032 0.10693 6.67508 -0.04 0.00 -0.02 0.458
C -2.62989 -2.05034 4.24846 0.04 0.07 -0.05 0.405
N -1.91573 -1.29365 0.18810 0.18 -0.18 -0.96 1.822
H 0.95241 -4.83709 -1.87341 0.04 0.01 0.00 0.587
H -6.13619 1.68186 -0.32700 0.02 0.04 -0.01 0.474
C 1.25199 -2.35813 -0.79892 -0.23 -0.30 -0.25 -1.310
C -2.13790 4.62052 -3.06093 -0.09 0.13 -0.07 0.441
C -0.87169 4.31283 -3.56007 0.08 -0.02 -0.01 -0.988
C 2.71650 1.38744 -0.46005 -0.11 -0.15 -0.25 0.592
N -2.35881 -1.51047 1.46702 0.38 0.12 0.18 -1.034
C -2.98875 5.70138 -3.68617 0.07 -0.19 -0.01 -1.584
H -1.96364 4.64368 0.67293 -0.01 0.01 0.00 0.310
C 5.78602 3.69041 -0.33255 -0.16 -0.03 -0.06 -1.894
H 4.91315 -1.59003 1.62087 0.03 0.01 -0.05 0.345
H -3.51305 5.32956 -4.57090 0.01 0.02 0.04 0.290
H 5.08412 -0.00303 -1.78924 -0.02 -0.03 -0.02 0.394
C -1.80111 2.89231 -1.38571 -0.12 0.08 0.13 -0.571
H 3.17729 1.05430 3.62066 0.01 -0.05 -0.02 0.545
C 4.02977 1.87765 -0.31120 -0.05 -0.18 -0.04 -0.497
H -4.33811 1.96031 -2.56267 -0.01 -0.02 0.01 0.361
C -3.17661 1.98104 2.58549 0.17 0.01 0.02 -1.780
H -0.54756 -4.66077 2.78461 0.05 -0.01 -0.07 0.529
H -3.38258 -3.01075 5.99424 0.04 0.07 -0.01 0.483
H 1.39740 -0.68893 -2.87055 0.03 0.05 0.00 0.485
C 3.30515 4.08274 -0.69832 -0.10 -0.01 -0.04 -1.048
H 3.20385 -6.04929 1.21934 -0.05 0.05 0.03 0.449
C 0.25331 -3.56314 1.13777 -0.09 0.12 -0.07 -0.329
C -0.06087 3.37174 -2.95068 0.10 -0.03 -0.07 -0.262
C -3.16673 -2.39565 -3.26160 0.09 0.06 0.12 -0.652
C -2.71257 -2.24043 5.62983 -0.04 -0.06 0.04 -0.754
C 0.27398 -4.57697 2.08131 0.06 -0.13 0.05 -0.738
N 1.22892 -1.08228 -0.47773 1.08 0.40 0.21 1.201
H -5.13260 3.11794 -0.50555 -0.02 -0.05 0.04 0.148
H -3.65866 4.30890 1.06430 0.08 0.00 0.02 0.226
C -2.62450 4.14258 1.37886 -0.03 -0.01 0.05 -1.563
Ru -0.56397 0.18857 -0.27761 -1.89 1.07 2.05 -0.237
H 6.19454 3.95356 -1.31147 0.01 -0.01 0.04 0.359
H 4.81961 1.19273 -0.03085 -0.08 0.08 -0.03 0.038
N 0.36785 1.83498 -1.04842 0.61 0.00 -0.53 0.879
H -2.37698 6.54694 -4.00181 -0.01 -0.01 0.02 0.389
H -4.62338 -3.91288 -2.72362 0.02 -0.01 -0.03 0.464
H -5.17903 2.24733 1.03495 -0.03 0.01 -0.06 0.304
C 1.29152 -3.42702 0.21875 0.38 -0.45 0.05 0.321
H 0.92421 3.16534 -3.35433 -0.01 0.07 0.05 0.562
S -3.82104 -2.99808 -0.67917 -0.01 0.04 -0.06 -0.068
H -0.59612 -2.89977 1.09812 0.06 0.06 0.04 1.283
C 2.37531 -5.35063 1.20435 0.00 -0.03 0.08 -1.266
C -1.96278 -1.46785 6.49068 0.03 0.04 -0.03 -0.491
C -2.30949 2.65214 1.50178 -0.26 -0.08 -0.06 0.723
H -2.65985 1.99592 3.54632 -0.02 0.00 -0.03 0.434
H 4.43382 0.35733 2.60066 -0.09 0.06 0.04 0.275
H 1.28171 -1.82880 2.44738 0.02 0.00 0.04 -0.294
C 1.45399 -2.05937 -4.51434 0.02 -0.05 -0.12 -1.032
C 3.46210 0.85575 2.58539 0.01 0.01 -0.02 -1.807
H 2.11444 -1.09386 3.80294 0.04 -0.01 -0.07 0.609
H 5.94098 -1.99218 0.24841 -0.02 0.02 0.00 0.490
H 5.70257 -0.31131 0.69301 0.03 -0.04 0.02 0.240
H -3.23999 -2.57110 2.53661 -0.04 -0.07 0.09 0.500
```
Positions in Å, forces in eV/Å.

## Properties
Gap between HOMO and LUMO in eV: 4.68
ΔE to the lowest compared entry with this formula, charge and spin in kJ/mol: 0.0
Calculated total energy in eV: -104652.7292
Net charge: +1